4 unconnected molecules or ions with the total composition C8H21NO3S3, computed with the ωB97M-V functional and the def2-TZVPD basis.

## Properties
HOMO = -0.328 Ha
Kohn-Sham gap = 9.35 eV
calculated total energy = -1792.3506 Ha

CARTESIAN COORDINATES (ANGSTROEM)
C -1.59 -0.74 -0.67
C -2.91 -0.15 -0.82
N -3.94 0.36 -0.91
H -1.43 -0.99 0.38
H -0.86 0.01 -0.97
H -1.50 -1.64 -1.28
C -1.74 -1.42 4.56
S -0.53 -1.96 3.36
O -1.26 -2.50 2.20
C 0.04 -0.33 2.88
H -2.49 -0.81 4.07
H -1.22 -0.90 5.36
H -2.22 -2.31 4.97
H 0.70 -0.48 2.03
H 0.53 0.12 3.74
H -0.82 0.29 2.59
C 0.60 2.66 -1.64
S -0.35 2.47 -3.16
O -0.68 1.03 -3.24
C -1.81 3.31 -2.56
H 0.77 3.71 -1.43
H 1.55 2.16 -1.81
H 0.05 2.16 -0.84
H -1.54 4.31 -2.21
H -2.24 2.73 -1.75
H -2.54 3.35 -3.37
C 1.86 -2.48 -0.86
S 2.02 -0.71 -1.10
O 1.75 -0.02 0.19
C 3.81 -0.70 -1.29
H 0.85 -2.70 -0.53
H 2.58 -2.84 -0.11
H 2.10 -2.95 -1.81
H 4.09 -1.10 -2.27
H 4.26 -1.26 -0.47
H 4.11 0.34 -1.24